# 1
Entry from the OMol25 dataset: a molecular structure, C39H31IN6O4ReS2 at a distorted geometry (wB97M-V/def2-TZVPD).

Geometry as XYZ:
```
84
Properties=species:S:1:pos:R:3:lowdin_charge:R:1
Re 1.024 -0.731 -0.478 1.374
C 4.574 1.197 -2.866 0.001
C 4.864 0.729 -1.486 -0.243
N 5.941 1.133 -0.880 0.140
C 6.229 0.822 0.374 -0.064
C 5.394 0.037 1.151 -0.134
C 5.672 -0.186 2.613 -0.187
O 4.455 -0.168 3.341 -0.069
C 4.228 -0.473 0.556 -0.086
C 3.423 -1.421 1.268 -0.041
N 2.166 -1.642 1.066 -0.100
C 1.589 -2.736 1.759 -0.345
C 1.678 -2.874 3.141 -0.008
C 1.099 -3.965 3.770 -0.042
C 0.457 -4.941 3.027 -0.049
C 0.376 -4.826 1.648 -0.108
C 0.925 -3.722 1.023 -0.501
I 0.764 -3.368 -1.098 1.405
C 3.914 -0.119 -0.800 -0.280
O 2.852 -0.481 -1.400 -0.164
H 5.214 2.040 -3.107 0.092
H 4.772 0.400 -3.583 0.101
H 3.526 1.473 -2.971 0.074
H 7.150 1.230 0.765 0.128
H 6.180 -1.152 2.748 0.140
H 6.350 0.599 2.968 0.134
H 4.666 -0.303 4.272 0.110
H 3.938 -2.037 2.000 0.153
H 2.182 -2.116 3.723 0.119
H 1.160 -4.057 4.844 0.120
H 0.022 -5.795 3.521 0.120
H -0.104 -5.584 1.053 0.109
O 0.396 -1.977 -3.283 -0.520
S -0.307 -0.728 -3.453 0.659
O -0.039 0.029 -4.626 -0.227
N 0.073 0.174 -2.070 -0.202
C 0.150 1.530 -2.114 -0.242
C -0.320 2.377 -3.117 0.023
C -0.148 3.758 -3.032 -0.015
C 0.520 4.345 -1.984 0.021
C 1.051 3.536 -0.958 -0.125
C 1.828 4.032 0.106 0.054
C 2.304 3.168 1.061 0.008
C 2.006 1.809 0.958 -0.087
N 1.301 1.307 -0.044 -0.043
C 0.829 2.135 -1.006 -0.133
C -2.059 -1.034 -3.244 -0.267
C -2.961 -0.015 -3.489 -0.040
C -4.311 -0.234 -3.269 -0.038
C -4.747 -1.469 -2.813 -0.046
C -3.837 -2.494 -2.599 -0.053
C -2.485 -2.279 -2.816 -0.094
H -0.776 1.958 -3.999 0.095
H -0.539 4.377 -3.826 0.128
H 0.670 5.412 -1.947 0.132
H 2.043 5.087 0.153 0.137
H 2.901 3.515 1.888 0.126
H 2.367 1.122 1.713 0.116
H -2.615 0.931 -3.871 0.105
H -5.020 0.557 -3.459 0.120
H -5.800 -1.641 -2.650 0.118
H -4.184 -3.462 -2.274 0.119
H -1.765 -3.074 -2.688 0.072
S -4.613 -0.413 3.203 1.020
C -3.107 -0.568 2.259 -0.474
C -1.988 0.183 2.599 -0.029
C -0.845 0.070 1.837 -0.088
N -0.747 -0.723 0.758 -0.095
C -1.818 -1.473 0.460 -0.117
C -2.996 -1.434 1.178 -0.023
C -5.367 0.794 2.088 -0.503
C -5.266 2.142 2.385 -0.068
C -5.863 3.035 1.502 -0.123
N -6.499 2.635 0.425 0.073
C -6.608 1.354 0.151 -0.131
C -6.049 0.373 0.961 -0.076
H -2.008 0.853 3.444 0.123
H 0.023 0.655 2.103 0.104
H -1.737 -2.132 -0.393 0.050
H -3.811 -2.080 0.894 0.121
H -4.754 2.489 3.268 0.107
H -5.826 4.100 1.673 0.115
H -7.165 1.097 -0.737 0.111
H -6.160 -0.674 0.728 0.103
```

Its frontier orbital gap (spin up / spin down) is 5.0 / 6.1 eV. As for the energy above the lowest of the compared OMol25 structures with the same formula, charge and spin: 18.9 kcal/mol. The value obtained for the LUMO energy (spin up / spin down) is -8.222 / -7.223 eV. As for the multiplicity: 2. Its total charge is +2. For the HOMO energy (spin up / spin down), the calculation gives -13.176 / -13.365 eV. For the energy, the calculation gives -89964.466 eV.

---

# 2
Entry from the OMol25 dataset: a molecular structure, C25H53BClIrNP2Si2 at a distorted geometry (wB97M-V/def2-TZVPD).

Geometry as XYZ:
```
86
Properties=species:S:1:pos:R:3:lowdin_charge:R:1
Ir 0.079 0.101 0.048 1.350
C -1.615 1.588 -1.832 -0.153
C -2.028 1.681 -0.487 -0.282
C -0.841 2.039 0.299 -0.291
Si -3.732 1.163 0.097 0.512
C 0.271 2.134 -0.611 -0.303
C -0.236 1.840 -1.961 -0.284
Si 0.709 1.550 -3.554 0.513
H -2.286 1.385 -2.669 0.099
H -0.815 2.389 1.326 0.096
H 1.231 2.568 -0.351 0.096
Cl 2.922 -0.888 3.447 -0.238
C -0.487 1.201 -4.944 -0.174
C 1.724 3.064 -3.965 -0.166
C -4.821 0.813 -1.381 -0.174
C -4.487 2.531 1.122 -0.166
H 1.043 3.802 -4.412 0.040
H 2.495 2.813 -4.704 0.039
H 2.199 3.524 -3.091 0.028
H -1.047 0.273 -4.773 0.040
H 0.073 1.115 -5.885 0.040
H -1.202 2.031 -5.035 0.041
H -4.839 3.305 0.425 0.040
H -3.782 2.996 1.821 0.028
H -5.351 2.149 1.681 0.040
H -4.861 1.700 -2.028 0.041
H -5.838 0.585 -1.031 0.040
H -4.443 -0.035 -1.968 0.040
C 1.755 0.023 -3.151 -0.397
C -3.394 -0.416 1.085 -0.401
P 2.278 -0.088 -1.384 0.989
H 2.597 -0.030 -3.863 0.042
H 1.122 -0.865 -3.322 0.058
P -1.774 -0.437 1.961 1.001
H -3.338 -1.251 0.364 0.058
H -4.251 -0.612 1.751 0.041
C -1.899 -1.927 3.115 -0.511
C -2.000 0.953 3.246 -0.524
C 3.460 1.396 -1.254 -0.524
C 3.564 -1.474 -1.357 -0.504
C 3.059 -2.722 -0.651 -0.129
H 4.403 -1.078 -0.762 0.101
C 4.061 -1.877 -2.750 -0.122
H 3.232 -2.192 -3.399 0.078
H 4.743 -2.732 -2.645 0.087
H 4.618 -1.097 -3.277 0.057
H 2.820 -2.534 0.395 0.067
H 3.832 -3.504 -0.689 0.096
H 2.172 -3.131 -1.140 0.026
H 2.828 2.254 -1.531 0.058
C 4.634 1.314 -2.235 -0.113
C 3.985 1.587 0.175 -0.102
H 4.330 1.210 -3.283 0.064
H 5.315 0.491 -1.979 0.077
H 5.208 2.248 -2.165 0.087
H 3.203 1.932 0.862 0.059
H 4.775 2.352 0.158 0.086
H 4.406 0.657 0.590 0.080
H -2.226 1.841 2.636 0.057
C -0.715 1.202 4.048 -0.102
C -3.173 0.702 4.198 -0.115
H -4.131 0.548 3.687 0.065
H -3.297 1.585 4.839 0.086
H -2.980 -0.154 4.858 0.076
H 0.072 1.662 3.440 0.057
H -0.302 0.272 4.471 0.080
H -0.942 1.890 4.876 0.086
C -0.958 -3.062 2.724 -0.123
C -3.323 -2.448 3.308 -0.120
H -1.523 -1.535 4.075 0.097
H -3.795 -2.725 2.358 0.076
H -3.978 -1.733 3.817 0.056
H -3.272 -3.345 3.939 0.087
H -1.171 -3.464 1.726 0.024
H -1.064 -3.893 3.435 0.093
H 0.093 -2.728 2.720 0.071
C 1.314 0.023 1.570 -0.563
H 1.561 1.009 1.976 0.004
H 0.841 -0.560 2.374 -0.071
H 2.250 -0.447 1.233 -0.072
B 0.262 -4.252 -0.043 -0.425
C -0.130 -2.822 -0.386 -0.184
N -0.290 -1.662 -0.462 -0.143
H -0.735 -4.895 0.186 0.031
H 0.968 -4.176 0.951 0.057
H 0.864 -4.700 -1.003 0.034
```

Its frontier orbital gap (spin up / spin down) is 5.9 / 3.9 eV. The value obtained for the LUMO energy (spin up / spin down) is 0.160 / -3.368 eV. As for the multiplicity: 6. Its total charge is 0. For the HOMO energy (spin up / spin down), the calculation gives -5.767 / -7.224 eV. For the energy, the calculation gives -78639.933 eV.